2 unconnected molecules or ions with the total composition C5H14S in a non-equilibrium geometry, computed with ωB97M-V/def2-TZVPD.

The geometry in ORCA input format:
```
! RIJCOSX wB97M-V def2-TZVPD def2/J DEFGRID3
* xyz 0 1
C -2.119 -0.420 -0.265
C -1.324 0.468 0.675
C -2.210 1.224 1.679
H -3.013 0.091 -0.607
H -1.485 -0.667 -1.122
H -2.380 -1.375 0.199
H -0.738 1.194 0.111
H -0.667 -0.100 1.339
H -2.957 0.527 2.049
H -2.720 2.071 1.227
H -1.608 1.579 2.522
C 1.918 -1.025 -2.067
S 3.324 -0.105 -1.437
C 2.834 0.022 0.280
H 1.156 -0.410 -2.532
H 2.274 -1.737 -2.802
H 1.473 -1.565 -1.229
H 1.799 0.350 0.380
H 3.458 0.780 0.755
H 2.987 -0.901 0.845
*
```

Summary:
DFT total energy in eV: -16246.9985
Structure (SMILES): CCC.CSC